This record from the Open Molecules 2025 dataset describes C27H63AsF6N9O9 as an isolated structure in a non-equilibrium geometry. The level of theory is the ωB97M-V functional and the def2-TZVPD basis.

```
115
Properties=species:S:1:pos:R:3:lowdin_charge:R:1
As 25.61595 -1.23946 10.64855 0.75
F 26.21015 -2.57525 11.61625 -0.26
F 25.31350 -0.29563 12.08854 -0.26
F 25.04522 0.14122 9.77237 -0.24
F 26.03543 -2.10507 9.20718 -0.24
F 24.00462 -1.91799 10.72447 -0.25
F 27.27364 -0.66888 10.67342 -0.27
C 23.24041 -2.92021 13.81466 0.01
C 21.80853 -2.99646 13.33914 -0.56
O 20.94149 -3.47220 14.06868 0.01
N 21.49091 -2.44483 12.15238 0.01
C 20.14428 -2.30400 11.61860 -0.06
H 23.70484 -3.86950 13.54061 0.08
H 23.23027 -2.83057 14.89739 0.08
H 23.81823 -2.08826 13.41592 0.06
H 22.22836 -2.14122 11.53721 0.08
H 19.60315 -3.24785 11.64161 0.08
H 20.29072 -1.97507 10.59068 0.07
H 19.56805 -1.54022 12.14055 0.08
C 29.80452 -2.43116 4.05090 0.00
C 29.15179 -2.21033 5.40092 -0.54
O 28.46251 -1.22700 5.62940 0.03
N 29.38176 -3.19282 6.28472 0.02
C 28.73928 -3.24402 7.59251 -0.05
H 29.09430 -3.02139 3.45858 0.09
H 30.67942 -3.07593 4.13517 0.07
H 29.97922 -1.53261 3.46941 0.08
H 30.05788 -3.92165 6.15029 0.13
H 27.82464 -2.65893 7.66127 0.07
H 29.36830 -2.69843 8.30315 0.09
H 28.57759 -4.26571 7.91519 0.08
C 26.31657 2.74789 11.23927 -0.01
C 27.20833 3.88678 11.71136 -0.56
O 27.20990 4.33374 12.84398 0.04
N 28.03093 4.34399 10.72992 0.00
C 28.99823 5.40558 10.92319 -0.08
H 25.83441 2.23359 12.06523 0.06
H 26.96630 2.02550 10.74296 0.07
H 25.54626 3.16157 10.58906 0.09
H 28.01888 3.95006 9.80586 0.13
H 29.95702 5.07887 10.51140 0.08
H 29.21762 5.57501 11.97470 0.08
H 28.67646 6.33370 10.45133 0.08
C 26.22807 -5.45358 11.17065 0.00
C 26.62961 -6.91084 11.08325 -0.54
O 27.60377 -7.23978 10.42057 0.02
N 25.83304 -7.79434 11.72482 0.00
C 26.16674 -9.19521 11.84834 -0.08
H 25.41411 -5.28959 11.87848 0.07
H 25.75756 -5.21190 10.21258 0.10
H 27.08424 -4.80917 11.30294 0.03
H 25.09646 -7.43440 12.30529 0.13
H 25.27296 -9.81805 11.78400 0.08
H 26.67528 -9.40551 12.79053 0.08
H 26.78750 -9.47847 11.00173 0.08
C 32.32842 -4.35233 10.65362 -0.01
C 31.42261 -4.46838 11.86959 -0.55
O 31.85219 -4.24663 12.98877 0.03
N 30.11183 -4.79619 11.68612 0.03
C 29.35444 -4.58386 10.45213 -0.09
H 32.16293 -5.21499 10.01111 0.08
H 33.34011 -4.19127 11.00416 0.08
H 32.02626 -3.43472 10.13816 0.08
H 29.56475 -4.88728 12.52612 0.14
H 30.01728 -4.14000 9.72101 0.04
H 28.44494 -4.01273 10.62349 0.07
H 29.09179 -5.55833 10.02231 0.07
C 30.33890 0.70653 12.10699 0.00
C 29.82919 0.92971 13.51287 -0.55
O 30.37586 0.42131 14.47452 0.04
N 28.73381 1.71134 13.59306 0.03
C 28.21080 2.18780 14.85160 -0.08
H 29.71462 -0.09114 11.66738 0.07
H 31.31879 0.26368 11.95423 0.08
H 30.14630 1.55531 11.44637 0.07
H 28.38643 2.19097 12.78274 0.08
H 28.57957 1.54501 15.65129 0.08
H 27.12685 2.09615 14.91125 0.08
H 28.52598 3.20486 15.08202 0.08
C 26.48266 0.30072 3.13860 -0.01
C 25.71719 0.83051 4.32978 -0.57
O 24.85976 1.69124 4.14515 0.01
N 26.02709 0.32978 5.52633 0.02
C 25.36599 0.66265 6.76320 -0.06
H 27.35313 -0.30463 3.41905 0.05
H 26.85431 1.09311 2.49460 0.08
H 25.89309 -0.40157 2.54632 0.08
H 26.81947 -0.29875 5.60021 0.08
H 25.76922 0.09919 7.59494 0.06
H 24.29949 0.42080 6.70209 0.07
H 25.31043 1.73202 6.98544 0.09
C 21.38685 -4.18727 7.93790 0.00
C 21.05367 -2.72701 7.67192 -0.57
O 20.12703 -2.43658 6.92735 0.03
N 21.86617 -1.80446 8.22014 0.02
C 21.80417 -0.37843 7.97628 -0.08
H 21.23545 -4.71253 7.00136 0.08
H 20.77817 -4.58732 8.74771 0.08
H 22.42965 -4.26800 8.25395 0.07
H 22.40453 -2.02420 9.04226 0.09
H 22.03781 -0.02155 6.97359 0.08
H 22.57450 0.06439 8.60748 0.06
H 20.86290 0.09505 8.25786 0.08
C 20.71412 3.48260 11.70004 -0.01
C 21.76410 2.64342 11.03021 -0.55
O 21.73687 2.40095 9.83340 0.03
N 22.75367 2.13546 11.80928 0.02
C 23.12126 2.63569 13.12403 -0.08
H 20.94497 4.55100 11.72516 0.09
H 20.45229 3.18034 12.71181 0.07
H 19.81675 3.44201 11.08158 0.08
H 23.33914 1.45796 11.34236 0.11
H 23.61526 3.58759 12.88955 0.09
H 23.81440 1.99077 13.65433 0.08
H 22.31871 2.91126 13.80622 0.07
```

Computed properties:
Energy relative to the best compared isomer or geometry (same formula, charge and spin)   39.4 kJ/mol
E_tot   -5071.904203 a.u.
Spin multiplicity   1
Net charge   -1
Lowest unoccupied orbital energy   1.9 eV
Strongest force on any atom   0.041 hartree/bohr